(1)
The following is a quantum chemistry calculation of 2 unconnected molecules or ions with the total composition C3H5O3, from OMol25.

Bonds (Å) are listed after each position.
Positions of all 11 atoms, in Å:
1 O -2.459 0.970 -1.214  C2 1.216
2 C -1.493 0.810 -0.494  O1 1.216, C3 1.530, H4 1.098
3 C -0.073 1.376 -0.552  C2 1.530, H5 1.105, H6 1.099, H7 1.095
4 H -1.659 0.277 0.452  C2 1.098
5 H 0.245 1.762 0.434  C3 1.105
6 H 0.193 2.018 -1.403  C3 1.099
7 H 0.561 0.488 -0.645  C3 1.095
8 O 0.352 -1.544 1.300  C9 1.295
9 C 1.454 -0.942 0.982  O8 1.295, O10 1.232, H11 1.079
10 O 2.035 -0.893 -0.104  C9 1.232
11 H 1.918 -0.269 1.685  C9 1.079

Properties
energy above the lowest of the compared OMol25 structures with the same formula, charge and spin	0.551	eV
net charge	-1
maximum force	3.08	eV/Å
E_HOMO	-4.34	eV

---

(2)
The following is a quantum chemistry calculation of a gas-phase ion, C3H5O3 (charge -1), from OMol25.

Bonds (Å) are listed after each position.
Positions of all 11 atoms, in Å:
1 C -0.757 0.278 -2.185  C2 1.340, H6 1.091, H8 1.089
2 C -0.230 0.488 -0.972  C1 1.340, O3 1.341, H7 1.097
3 O -0.554 -0.241 0.106  C2 1.341, C4 1.443
4 C 0.160 0.051 1.326  O3 1.443, O5 1.400, O10 1.622
5 O -0.685 -0.466 2.316  C4 1.400, H9 0.959
6 H -1.522 -0.481 -2.357  C1 1.091
7 H 0.553 1.236 -0.798  C2 1.097
8 H -0.372 0.840 -3.036  C1 1.089
9 H -0.227 -0.369 3.153  O5 0.959
10 O 1.436 -0.950 1.287  C4 1.622, H11 0.958
11 H 2.199 -0.384 1.159  O10 0.958

Properties
energy above the lowest of the compared OMol25 structures with the same formula, charge and spin	3.589	eV
net charge	-1
maximum force	2.44	eV/Å
E_HOMO	-1.84	eV